The following is a DFT calculation (ωB97M-V with the def2-TZVPD basis set) of C31H32Cl2N2OZn as an isolated structure in a non-equilibrium geometry.

Summary:
* LUMO level: 0.13 eV
* calculated total energy: -4084.9794 a.u.
* HOMO level: -7.57 eV
* gap between HOMO and LUMO: 7.694 eV
* relative energy (zero: lowest compared OMol25 entry of this formula, charge and spin): 0.0 kJ/mol

Atoms and positions in Å:
C  1.42414  4.81878  -1.24824
N  1.26897  3.39120  -1.37526
C  2.35471  2.55335  -1.34803
O  3.52317  2.89645  -1.19057
C  1.81265  1.13236  -1.51120
C  2.42308  0.10120  -0.57606
C  3.90410  -0.09550  -0.83631
C  4.85569  0.19631  0.17882
C  6.23226  0.10300  -0.12846
C  6.63393  -0.34848  -1.37585
C  5.68777  -0.68940  -2.34740
C  4.32512  -0.55401  -2.08112
N  0.38637  1.33868  -1.26697
C  -0.48891  0.30640  -1.25896
C  -1.76489  0.31355  -0.76178
C  -2.35222  -0.92001  -0.12582
C  -3.89628  -0.80312  0.08822
C  -4.71460  -1.87582  -0.31251
C  -6.06402  -1.66459  -0.65127
C  -6.63109  -0.39629  -0.48369
C  -5.85115  0.64713  0.02778
C  -4.50089  0.42418  0.36477
C  -0.02882  2.74669  -1.24348
C  -0.72056  3.09343  0.07856
C  -0.94820  3.10403  -2.41786
H  2.45747  5.07620  -1.48093
H  0.74378  5.31838  -1.94498
H  1.18119  5.15490  -0.23162
H  1.97756  0.81634  -2.56346
H  2.25655  0.39368  0.47345
H  1.89754  -0.86278  -0.70382
H  4.51274  0.69159  1.09546
H  6.95791  0.38435  0.63631
H  7.69559  -0.43450  -1.61107
H  6.00525  -1.04435  -3.32927
H  3.57220  -0.77919  -2.84574
H  -0.07605  -0.60622  -1.68555
H  -2.42847  1.13968  -1.02995
H  -2.30101  -1.66049  -0.95083
H  -4.27378  -2.86453  -0.42046
H  -6.65706  -2.46786  -1.07301
H  -7.66275  -0.21300  -0.78402
H  -6.26626  1.64679  0.12487
H  -3.90886  1.24286  0.78201
H  -0.01640  2.96876  0.91174
H  -1.07267  4.12886  0.02835
H  -1.57992  2.44008  0.25010
H  -0.39355  3.03261  -3.36088
H  -1.81288  2.43751  -2.46660
H  -1.30663  4.12934  -2.28805
Cl  5.65022  -3.41089  0.65831
Zn  4.39953  -1.80446  1.23722
Cl  2.77071  -1.17244  2.51335
C  -0.31604  -3.50564  1.01118
C  -0.46612  -2.37355  0.26349
C  -1.41921  -1.37952  0.91916
C  -1.78090  -2.14581  2.23156
C  -1.03973  -3.34956  2.24656
C  -0.89092  -4.10498  3.40221
C  -1.39563  -3.59665  4.59393
C  -2.10462  -2.39121  4.59769
C  -2.33043  -1.66014  3.41650
H  0.33840  -4.34269  0.79870
H  -0.03186  -2.20339  -0.71362
H  -0.80188  -0.52351  1.25696
H  -0.34129  -5.03820  3.32951
H  -1.21831  -4.14044  5.51832
H  -2.46502  -1.99879  5.54458
H  -2.92873  -0.74667  3.44501